(1)
2 unconnected molecules or ions with the total composition C2H7OPS. Source: the Open Molecules 2025 dataset; level of theory: ωB97M-V with the def2-TZVPD basis set.

Summary:
- highest occupied orbital energy (alpha / beta) (eV) = -9.255 / -9.253
- 2S+1 = 1

Element x y z (Å)
C: -1.71143 0.81133 -0.52531
C: 0.04075 -1.08563 0.63031
O: 0.76515 0.26080 -1.64211
P: 0.06515 0.37224 -0.36190
S: 3.08014 -0.93009 1.25486
H: -2.21830 -0.05489 -0.94838
H: -2.15325 1.07307 0.42979
H: -1.78658 1.64249 -1.22323
H: -0.20999 -1.06765 1.67372
H: 0.29298 -2.02402 0.16805
H: 0.55101 1.36971 0.47867
H: 3.28437 -0.36736 0.06554

***

(2)
2 unconnected molecules or ions with the total composition C2H7OPS. Source: the Open Molecules 2025 dataset; level of theory: ωB97M-V with the def2-TZVPD basis set.

Summary:
- highest occupied orbital energy (alpha / beta) (eV) = -9.319 / -7.605
- 2S+1 = 1

Element x y z (Å)
C: -0.01196 3.10103 2.67090
C: 0.93064 -2.13440 -2.92144
O: 0.14597 1.72269 2.43344
P: 0.83335 1.22326 1.02629
S: 0.77456 -1.59326 -1.23093
H: 0.93356 3.70232 2.54580
H: -0.30477 3.17665 3.83474
H: -0.80948 3.63641 2.02758
H: 1.86499 -2.45404 -3.31875
H: 0.26795 -1.49412 -3.59270
H: 0.59817 -3.21529 -2.86471
H: 0.87901 0.07451 1.77417

***

Quick one: least stable of them? (2)

***

(1)
2 unconnected molecules or ions with the total composition C6H12O6. Source: the Open Molecules 2025 dataset; level of theory: ωB97M-V with the def2-TZVPD basis set.

Summary:
- SMILES = C1OCOCO1.C1OCOCO1
- highest occupied orbital energy (eV) = -10.355
- 2S+1 = 1

Element x y z (Å)
C: -4.09122 3.26288 -0.41689
O: -4.68037 2.23993 -1.21259
C: -3.73629 1.72174 -2.03021
O: -3.10311 2.62864 -2.84503
C: -2.61812 3.71044 -2.12890
O: -3.59732 4.29888 -1.25971
H: -3.24542 2.97827 0.23815
H: -4.90356 3.64651 0.22993
H: -4.26714 0.98310 -2.66114
H: -3.00822 1.16933 -1.40555
H: -2.24215 4.47474 -2.83598
H: -1.75015 3.31730 -1.56542
C: 4.02445 -2.11855 0.57503
O: 2.83937 -1.62874 1.19859
C: 2.58894 -2.28295 2.37748
O: 2.37144 -3.59902 2.10854
C: 3.49472 -4.16989 1.48513
O: 3.75043 -3.44526 0.31564
H: 4.91972 -2.11714 1.22613
H: 4.29190 -1.60059 -0.36606
H: 1.70771 -1.85196 2.89043
H: 3.43402 -2.27043 3.09242
H: 3.27881 -5.20122 1.14576
H: 4.54157 -4.14598 1.84429

***

(2)
C6H12O6 in the gas phase. Source: the Open Molecules 2025 dataset; level of theory: ωB97M-V with the def2-TZVPD basis set.

Summary:
- SMILES = OC[C@@H]1O[C@](O)(CO)[C@H](O)[C@H]1O
- highest occupied orbital energy (eV) = -9.697
- 2S+1 = 1

Element x y z (Å)
O: 3.17453 -1.55857 -0.33294
C: 2.40824 -0.43227 -0.53024
C: 1.34401 0.09962 0.56079
O: 0.50387 -0.98493 0.86992
C: -0.82975 -0.69052 0.55973
O: -1.70168 -1.47975 1.41802
C: -1.27770 -1.23840 -0.72480
O: -2.65402 -1.14174 -1.02083
C: -0.96633 0.89220 0.46333
O: -1.93662 1.44610 -0.41058
C: 0.47347 1.23801 0.00229
O: 1.00706 2.48661 0.33746
H: 2.70893 -2.22001 0.12456
H: 1.75768 -0.50340 -1.44574
H: 3.07335 0.44586 -0.68746
H: 1.79945 0.50556 1.43248
H: -1.53147 -1.14327 2.28295
H: -0.70981 -0.60400 -1.51417
H: -0.97326 -2.30205 -0.65516
H: -2.85542 -0.21756 -0.78329
H: -1.25602 1.17283 1.50066
H: -2.75681 1.91382 -0.04703
H: 0.61303 1.27596 -1.08785
H: 0.58529 3.03989 -0.31213

***

Quick one: least stable of them? (1)

***

(1)
A gas-phase ion, C5H6NS (charge +1). Source: the Open Molecules 2025 dataset; level of theory: ωB97M-V with the def2-TZVPD basis set.

Summary:
- charge = +1
- SMILES = C#[N+]/C=C(/C)C=S
- highest occupied orbital energy (eV) = -13.075
- 2S+1 = 1

Element x y z (Å)
C: 2.47672 -1.19735 0.30735
N: 1.36814 -1.17332 0.03297
C: 0.10545 -1.06660 -0.30052
C: -0.57498 0.04560 0.05076
C: -1.79913 0.50485 -0.61540
C: 0.20461 0.97365 0.82734
S: 0.15026 2.60424 0.70048
H: 3.57737 -1.23570 0.45331
H: -0.29166 -2.03316 -0.77552
H: -2.59074 0.36054 0.08177
H: -1.92904 -0.12600 -1.42953
H: -1.71685 1.72485 -0.82018
H: 1.01984 0.61840 1.48719

***

(2)
A gas-phase ion, C5H6NS (charge +1). Source: the Open Molecules 2025 dataset; level of theory: ωB97M-V with the def2-TZVPD basis set.

Summary:
- charge = +1
- SMILES = CC1=C(C)S2#[N+]C=21
- highest occupied orbital energy (eV) = -15.219
- 2S+1 = 1

Element x y z (Å)
C: 0.17215 1.80762 0.10821
C: 0.51758 0.42067 0.43269
C: 0.03200 -0.80298 0.01876
C: -1.09188 -1.03211 -0.91320
S: 0.86176 -2.20269 0.75013
N: 1.90194 -1.25586 1.63170
C: 1.52759 -0.12971 1.35574
H: 0.00208 1.90802 -0.96238
H: 0.97233 2.48439 0.39750
H: -0.73784 2.10921 0.62767
H: -0.82349 -1.80479 -1.63359
H: -1.36309 -0.12401 -1.44598
H: -1.97111 -1.37777 -0.36724

***

Quick one: least stable of them? (1)